[1]
The following is a quantum chemistry calculation of a structure of composition C55H53AsN10O2Ti, from the OMol25 dataset.

```
122
Properties=species:S:1:pos:R:3:lowdin_charge:R:1
Ti -0.02 -0.42 0.30 1.174
C -1.59 -6.40 -2.28 -0.023
C -0.97 -5.30 -1.48 -0.247
C -1.14 -5.23 -0.10 -0.003
C -0.60 -4.19 0.65 0.016
C 0.15 -3.20 0.03 -0.283
N 0.76 -2.15 0.76 -0.065
C 2.10 -2.36 1.15 -0.187
C 2.81 -3.49 0.75 0.014
C 4.15 -3.64 1.06 -0.011
C 4.84 -2.67 1.78 -0.256
C 6.31 -2.80 2.08 -0.033
C 4.12 -1.57 2.24 0.023
C 2.77 -1.44 1.96 -0.133
N 2.04 -0.42 2.64 -0.038
C 2.34 0.15 3.82 -0.007
C 1.28 0.94 4.20 0.004
C 0.34 0.78 3.19 -0.079
N 0.80 -0.05 2.25 -0.025
C 0.33 -3.27 -1.36 -0.181
C -0.23 -4.29 -2.11 0.032
N 1.10 -2.26 -2.00 -0.042
C 2.01 -2.44 -2.97 -0.005
C 2.60 -1.23 -3.22 0.009
C 1.99 -0.35 -2.32 -0.130
N 1.07 -0.96 -1.58 -0.002
H -1.99 -7.18 -1.64 0.088
H -0.87 -6.85 -2.96 0.093
H -2.41 -6.01 -2.89 0.089
H -1.72 -5.99 0.40 0.130
H -0.73 -4.16 1.72 0.133
H 2.32 -4.27 0.18 0.122
H 4.67 -4.53 0.73 0.124
H 6.67 -3.80 1.84 0.084
H 6.52 -2.61 3.13 0.089
H 6.89 -2.08 1.49 0.091
H 4.62 -0.82 2.84 0.123
H 3.26 -0.09 4.32 0.135
H 1.19 1.52 5.10 0.117
H -0.65 1.19 3.11 0.121
H -0.10 -4.31 -3.18 0.136
H 2.16 -3.41 -3.40 0.143
H 3.36 -1.00 -3.95 0.117
H 2.15 0.71 -2.23 0.080
O -2.68 -2.65 2.93 0.073
C -3.72 -1.78 2.94 -0.260
C -4.83 -2.17 3.69 0.005
C -5.94 -1.36 3.74 -0.044
C -5.98 -0.14 3.06 -0.066
C -4.88 0.26 2.34 -0.026
C -3.73 -0.55 2.26 -0.095
C -2.60 -0.07 1.47 -0.375
O -1.59 -0.91 1.28 -0.208
N -2.48 1.19 1.14 0.120
N -1.20 1.37 0.67 -0.091
C -0.75 2.55 0.52 -0.078
C 0.67 2.63 0.19 -0.256
C 1.34 3.84 0.08 0.021
C 2.73 3.82 -0.03 -0.014
C 3.39 2.61 -0.02 -0.009
C 2.64 1.44 0.05 -0.113
N 1.31 1.44 0.12 0.036
H -1.99 -2.28 2.36 0.061
H -4.79 -3.11 4.21 0.128
H -6.80 -1.67 4.32 0.117
H -6.86 0.49 3.11 0.110
H -4.88 1.20 1.81 0.113
H -1.36 3.43 0.69 0.148
H 0.78 4.76 0.12 0.135
H 3.28 4.75 -0.11 0.129
H 4.46 2.55 -0.07 0.124
H 3.13 0.47 0.03 0.118
C -5.44 -1.17 -1.55 -0.019
C -4.13 -1.94 -1.42 -0.580
C -4.25 -3.00 -0.33 -0.007
C -3.77 -2.61 -2.75 -0.024
N -3.12 -0.94 -0.97 -0.020
N -1.76 -1.28 -1.23 0.007
H -6.27 -1.86 -1.72 0.101
H -5.41 -0.48 -2.39 0.074
H -5.64 -0.61 -0.64 0.085
H -4.76 -3.89 -0.70 0.099
H -4.82 -2.62 0.52 0.084
H -3.27 -3.32 0.04 0.066
H -4.60 -3.22 -3.09 0.100
H -2.91 -3.27 -2.66 0.064
H -3.55 -1.88 -3.53 0.068
H -3.29 -0.04 -1.42 0.090
H -1.57 -1.21 -2.23 0.082
H -1.67 -2.26 -0.98 0.058
C -3.15 5.83 -2.08 -0.066
C -3.59 4.67 -1.46 -0.071
C -2.91 3.48 -1.67 -0.151
C -1.81 3.44 -2.51 -0.390
C -1.37 4.60 -3.14 -0.089
C -2.04 5.80 -2.92 -0.065
As -0.97 1.71 -2.78 1.363
C 0.49 2.04 -3.99 -0.354
C 1.68 2.71 -3.72 -0.125
C 2.67 2.74 -4.69 -0.069
C 2.48 2.10 -5.90 -0.059
C 1.29 1.44 -6.18 -0.008
C 0.28 1.42 -5.22 -0.190
C -1.08 0.87 -5.41 -0.193
C -1.59 0.35 -6.60 -0.010
C -2.93 0.02 -6.68 -0.055
C -3.78 0.23 -5.60 -0.073
C -3.28 0.72 -4.41 -0.113
C -1.93 1.02 -4.31 -0.319
H -3.68 6.76 -1.93 0.113
H -4.46 4.70 -0.81 0.111
H -3.25 2.58 -1.15 0.079
H -0.52 4.58 -3.80 0.100
H -1.71 6.70 -3.41 0.112
H 1.83 3.21 -2.77 0.092
H 3.60 3.28 -4.50 0.109
H 3.26 2.12 -6.65 0.113
H 1.15 0.97 -7.14 0.114
H -0.95 0.22 -7.46 0.113
H -3.33 -0.37 -7.61 0.114
H -4.84 0.02 -5.70 0.113
H -3.96 0.91 -3.58 0.089
```

## Properties
gap between HOMO and LUMO: 0.226 hartree
multiplicity: 1
total charge: +2

---

[2]
The following is a quantum chemistry calculation of a structure of composition C18H13N4ORe, from the OMol25 dataset.

```
37
Properties=species:S:1:pos:R:3:lowdin_spin:R:1
Re -0.89 -0.05 0.18 0.625
C -4.19 -4.00 1.15 -0.016
C -4.25 -3.31 -0.07 -0.006
C -3.14 -2.65 -0.55 0.002
C -1.90 -2.77 0.12 -0.002
C -1.83 -3.54 1.32 0.004
C -2.97 -4.12 1.82 -0.006
N -0.81 -2.03 -0.33 0.076
C 0.36 -2.47 -0.82 0.042
C 0.68 -3.80 -1.16 0.027
C 1.89 -4.10 -1.73 0.003
C 2.83 -3.09 -2.03 0.075
C 2.56 -1.77 -1.72 0.003
C 1.35 -1.44 -1.11 0.042
N 0.97 -0.17 -0.75 -0.006
N 1.54 0.88 -1.07 0.007
C 0.90 2.05 -0.80 0.002
C 1.43 3.29 -1.17 0.003
C 0.66 4.43 -0.98 0.000
C -0.61 4.31 -0.42 0.007
C -1.06 3.04 -0.04 0.013
N -0.34 1.94 -0.21 0.025
H -5.09 -4.43 1.58 -0.001
H -5.17 -3.31 -0.63 0.000
H -3.19 -2.10 -1.49 0.000
H -0.89 -3.60 1.85 0.000
H -2.92 -4.66 2.76 0.000
H -0.05 -4.58 -0.96 0.001
H 2.13 -5.13 -1.97 -0.001
H 3.77 -3.36 -2.50 0.003
H 3.29 -0.99 -1.91 -0.001
H 2.42 3.33 -1.60 0.000
H 1.03 5.40 -1.29 0.000
H -1.25 5.17 -0.27 0.000
H -2.03 2.93 0.45 0.003
O -0.25 0.26 3.19 0.034
C -0.46 0.16 2.09 0.040
```

## Properties
<S²>: 0.8337
gap between HOMO and LUMO (alpha / beta): 0.176 / 0.202 hartree
multiplicity: 2
total charge: +3

---

[3]
The following is a quantum chemistry calculation of the molecule C2H5OP, from the OMol25 dataset.

```
9
Properties=species:S:1:pos:R:3:lowdin_charge:R:1
O -1.17 1.12 0.17 -0.131
C -0.25 0.30 -0.50 -0.661
C 0.13 -1.04 0.05 -0.408
P 1.58 0.18 0.03 0.841
H -0.99 2.13 -0.01 0.144
H -0.48 0.25 -1.66 0.140
H -0.35 -1.47 1.06 0.129
H 0.22 -1.84 -0.62 0.014
H 1.31 0.37 1.48 -0.068
```

## Properties
SMILES: O[C@@H]1CP1
gap between HOMO and LUMO: 0.369 hartree
multiplicity: 1
total charge: 0

---

[4]
The following is a quantum chemistry calculation of the molecule C4H7NS3, from the OMol25 dataset.

```
15
Properties=species:S:1:pos:R:3:lowdin_charge:R:1
C 2.90 0.21 -0.91 -0.144
N 1.67 -0.05 -0.65 -0.350
S 1.34 -0.75 0.87 0.888
C -0.50 -0.37 0.86 -0.688
C -0.66 1.13 1.00 -0.691
S -1.31 2.20 -0.01 0.731
C -1.17 -0.87 -0.37 -0.677
S -2.96 -1.07 -0.25 0.713
H 3.03 0.82 -1.83 0.076
H 3.75 -0.03 -0.30 0.058
H -0.82 -0.93 1.72 0.087
H -0.36 1.49 2.02 0.063
H -0.91 -0.21 -1.24 0.071
H -0.80 -1.81 -0.65 0.037
H -3.21 0.25 -0.27 -0.174
```

## Properties
SMILES: C=NS[C@@H](C=S)CS
gap between HOMO and LUMO: 0.304 hartree
multiplicity: 1
total charge: 0

---

Which max |F| belongs to each record? In order, 0.020 0.061 0.063 0.040 hartree/bohr.
Which energy belongs to each record? In order, -160835.505 -28982.314 -13489.140 -38255.397 eV.
Which relative energy (zero: lowest compared OMol25 entry of this formula, charge and spin) belongs to each record? In order, 4.3 26.6 40.0 39.9 kcal/mol.